Below is 2 unconnected molecules or ions with the total composition C2H2FI at a distorted geometry, with properties calculated with ωB97M-V/def2-TZVPD.

Values from the calculation:
Orbital gap (hartree): 0.34353
Relative energy (zero: lowest compared OMol25 entry of this formula, charge and spin) (eV): 2.8881
Molecular weight (g/mol): 171.9
E (eV): -12920.25968

```
6
Properties=species:S:1:pos:R:3:forces:R:3:mulliken_charge:R:1
C 0.20920 0.31074 -0.15573 -2.186 3.078 -2.754 -0.0663
H 0.83644 -1.05455 0.95965 0.906 -1.122 1.038 0.2771
C -0.04839 -0.75372 0.48360 -2.113 -0.647 -0.101 -0.2558
I 1.60093 1.70116 -0.62298 -0.604 -0.426 0.053 0.3251
F -1.54090 1.01540 -1.18649 2.910 -1.180 1.738 -0.5870
H -1.05728 -1.21902 0.52194 1.088 0.296 0.025 0.3070
```
Positions in Å, forces in eV/Å.

***

Below is a molecular structure, C12H28F9O11Zr at a distorted geometry, with properties calculated with ωB97M-V/def2-TZVPD.

Values from the calculation:
Orbital gap (hartree): 0.08093
Relative energy (zero: lowest compared OMol25 entry of this formula, charge and spin) (eV): 22.4257
Molecular weight (g/mol): 610.6
E (eV): -61135.44498
Total charge: +1

```
61
Properties=species:S:1:pos:R:3:forces:R:3:mulliken_charge:R:1
C 3.67505 0.87957 4.26179 0.621 1.731 -0.808 -0.2738
O 1.59679 0.74474 -1.28602 0.510 3.455 -2.120 -0.4636
O 0.64389 2.88785 -1.32316 0.496 -1.236 0.023 -0.1903
O -2.66125 -1.36624 -2.13861 -1.445 0.725 -2.463 -0.5786
H 0.75749 4.50363 -2.43849 0.643 0.829 0.288 0.3368
H -1.61719 0.03270 2.20540 0.010 -0.165 0.359 0.2537
O 1.79210 -1.98590 3.19543 1.649 -0.120 1.913 -0.5976
O -1.23937 0.04988 1.32609 0.507 -0.888 -0.299 -0.4092
C -3.72968 -0.62655 -2.72503 1.671 -0.620 3.603 0.0300
H 1.91550 -1.23386 5.04500 -0.055 -0.165 0.726 0.2236
F -5.66365 -2.12602 -3.12311 0.442 0.423 0.606 -0.2626
H -6.29493 0.51174 -1.31525 0.055 -0.118 0.275 0.3118
H 0.74825 -6.35326 0.15674 0.330 -0.104 0.156 0.2909
C -4.87830 1.92434 -0.43574 0.183 0.062 0.457 -1.0337
F 2.04227 3.52302 -3.82208 -0.603 0.122 0.781 -0.2485
C 2.00750 2.25767 -3.37134 1.340 -0.620 -1.534 0.7755
H 4.06363 3.01108 3.83565 -0.007 -0.062 0.020 0.3965
H -1.39504 4.56317 -1.42123 -0.175 0.462 -0.227 0.2860
H -3.82951 2.22088 -0.42162 0.275 -0.216 -0.955 0.1750
H -3.35437 -3.43315 1.37983 -0.323 0.229 -0.322 0.2811
H -0.74672 4.65883 0.16229 0.044 0.732 0.289 0.3060
H -5.54069 1.55194 -2.43167 0.870 -0.466 -0.664 0.3506
F 1.19428 1.58919 -4.19198 -0.502 -0.057 0.777 -0.2478
H 4.73456 0.63383 4.18991 0.107 -0.291 0.302 0.2866
Zr 0.17632 -2.51899 -0.00533 -0.213 0.393 0.388 1.7942
H 3.40634 1.07473 5.29996 -0.077 -0.151 0.134 0.3368
H 2.64375 2.50814 -1.35842 0.670 -0.055 0.190 0.1944
C -5.32674 0.95738 -1.54352 0.698 0.000 1.000 -0.3098
C 1.74062 2.10443 -1.81610 -1.980 -2.162 2.037 0.0128
O 3.40584 -3.57394 -0.30245 -0.872 0.039 -0.105 -0.5078
O -2.41166 -3.46951 1.54167 0.910 0.284 -0.376 -0.5174
H 3.86285 -4.21472 0.24234 0.068 -0.146 0.359 0.2783
C 3.47948 2.18986 3.42039 -0.357 -0.877 0.677 -1.2492
H -5.40124 2.87978 -0.47778 -0.385 -0.189 0.069 0.3755
C -4.72189 -1.34853 -3.68279 -0.133 -0.672 -0.634 0.8038
H 4.08649 -3.21299 -0.87051 0.143 0.313 -0.206 0.2852
O -4.34168 -0.14388 -1.56060 -2.228 1.064 0.166 -0.3410
F 4.53046 -1.54572 5.70086 -0.912 0.848 0.526 -0.2628
F 3.26354 1.81635 -3.68635 -0.493 -0.378 1.003 -0.2742
F -4.04634 -2.12465 -4.51774 0.669 -0.427 -0.280 -0.2558
H -0.58415 -6.22142 -0.54983 -0.325 -0.034 -0.249 0.2954
H -2.30505 -4.17292 2.18204 0.184 -0.227 0.259 0.2934
F 4.81205 -2.08199 3.70026 0.052 0.090 -1.299 -0.2652
F -5.37962 -0.47213 -4.46175 0.024 0.547 0.428 -0.2657
O 1.27154 -3.69571 -3.03932 -0.222 0.156 0.760 -0.5265
C 3.88389 -2.12554 4.66338 1.728 1.875 -0.614 0.7550
C -0.57813 5.01101 -0.85537 0.991 -2.422 -0.498 -1.2128
H 2.42019 2.44585 3.44229 -0.008 0.171 0.056 0.3115
C 2.59434 -1.38678 4.20602 -1.814 0.972 -3.315 -0.0185
F 3.76368 -3.35032 4.99596 -1.395 -2.752 0.502 -0.2674
H 1.04273 -3.46101 -3.93864 -0.253 0.245 -0.256 0.2898
H 1.53089 4.77273 -0.78229 0.631 -0.595 -0.244 0.3123
H 3.74311 2.04900 2.37217 0.185 -0.187 0.101 0.2846
H -3.39531 0.30213 -3.18746 0.680 -0.085 -1.106 0.3341
O 2.88534 -0.09137 3.64309 -0.252 -1.296 0.167 -0.1205
C 0.74033 4.30275 -1.36730 -1.735 1.423 -0.842 -0.2337
O 0.05145 -5.72530 -0.03397 0.030 0.971 0.097 -0.5357
H -4.94574 1.50757 0.56917 -0.667 -0.199 -0.019 0.2908
H -1.67500 0.78338 0.89199 -0.044 0.179 -0.504 0.2513
H -0.47521 6.08370 -1.01922 -0.193 -0.172 0.329 0.3790
H 2.03168 -4.27075 -3.12735 0.251 -0.185 0.112 0.2875
```
Positions in Å, forces in eV/Å.

***

Below is a single C4H7ClS molecule at a distorted geometry, with properties calculated with ωB97M-V/def2-TZVPD.

Values from the calculation:
Orbital gap (hartree): 0.34332
Relative energy (zero: lowest compared OMol25 entry of this formula, charge and spin) (eV): 0.4981
Molecular weight (g/mol): 122.6
E (eV): -27618.21164

```
13
Properties=species:S:1:pos:R:3:forces:R:3:mulliken_charge:R:1
H -1.32848 -2.69088 -0.70922 0.652 -0.271 0.606 0.3175
C 0.39145 1.70836 -0.93779 -0.625 0.470 -0.033 -1.1910
S 0.23343 -1.03659 -1.15364 -0.443 0.826 0.553 -0.0457
H 0.61508 1.42087 1.69247 0.073 0.316 -0.304 0.2743
H 1.07124 1.72476 -1.77276 0.294 -0.255 -0.355 0.3285
C 0.37516 0.43888 -0.17684 0.739 -0.877 0.822 0.6026
H -0.59103 2.03060 -1.29466 -0.025 -0.395 -0.101 0.2604
H 0.70031 2.45426 -0.25022 0.440 1.024 0.485 0.3714
Cl 0.65935 -0.77354 2.32681 0.281 -0.290 0.025 -0.1901
H -1.65209 -1.46855 0.42947 -0.006 0.916 -0.208 0.3829
C 0.58257 0.48698 1.15556 -0.588 0.347 -0.685 -0.4350
C -0.81836 -1.97111 -0.04289 -1.719 -0.229 -1.982 -1.0258
H -0.23863 -2.32404 0.73372 0.926 -1.581 1.178 0.3501
```
Positions in Å, forces in eV/Å.

***

Below is 2 unconnected molecules or ions with the total composition C4H6BrNO4 at a distorted geometry, with properties calculated with ωB97M-V/def2-TZVPD.

Values from the calculation:
Orbital gap (hartree): 0.33707
Relative energy (zero: lowest compared OMol25 entry of this formula, charge and spin) (eV): 2.3706
Molecular weight (g/mol): 212.0
E (eV): -83964.25351

```
16
Properties=species:S:1:pos:R:3:forces:R:3:mulliken_charge:R:1
H 0.44029 1.74407 -1.65574 0.511 -0.124 -0.759 0.2761
H 2.03064 0.19956 0.32056 -0.539 -1.065 0.422 0.2624
N -2.43073 -3.36315 2.03885 2.883 0.354 0.762 0.2168
H 0.57070 1.62978 1.32190 -0.181 1.064 -0.615 0.2689
H 2.39296 -0.33832 -1.31296 -1.983 1.569 0.802 0.2895
C 1.10308 1.58038 -0.80740 1.134 1.311 -1.297 -0.5003
H -0.46527 2.79017 0.24179 0.759 -0.129 0.249 0.2632
O -0.93252 0.82812 0.23873 1.746 2.280 0.065 -0.3543
C 1.52313 0.13365 -0.65390 3.533 0.192 -0.964 -0.3426
H 2.08158 2.22700 -0.95555 -2.230 -0.969 0.731 0.2938
Br -3.26795 -3.83725 0.34081 -0.288 -0.297 -0.666 -0.0580
C -0.71180 -0.34276 -0.32156 -2.180 -0.955 0.462 0.7201
O -1.67512 -1.04584 -0.34311 -0.151 -1.407 -0.602 -0.5289
O -1.25344 -3.33638 2.02976 -2.634 -0.096 -0.138 -0.1730
C 0.13513 1.87359 0.32117 -0.234 -1.617 1.067 -0.3362
O 0.45931 -0.74263 -0.80335 -0.148 -0.112 0.482 -0.2974
```
Positions in Å, forces in eV/Å.

***

Below is a molecular structure, C41H45N7O4S3TeTl, with properties calculated with ωB97M-V/def2-TZVPD.

Values from the calculation:
Orbital gap (spin up / spin down) (hartree): 0.16298 / 0.18653
Relative energy (zero: lowest compared OMol25 entry of this formula, charge and spin) (eV): 0.2636
Molecular weight (g/mol): 1128.0
E (eV): -106356.91545
Total charge: -1

```
102
Properties=species:S:1:pos:R:3:forces:R:3:mulliken_charge:R:1
C -4.70624 -0.05035 -3.09842 0.052 0.018 0.036 -0.9900
C -2.19737 4.18215 2.61645 0.006 -0.019 -0.008 -1.1054
C -4.55920 -1.22323 4.32966 -0.077 0.000 0.075 -0.6935
C 4.86735 -1.50455 -2.77139 0.012 -0.022 -0.022 -1.0305
H -0.01333 -1.60188 -4.67744 -0.122 0.071 0.021 0.1810
C -3.47233 -0.73860 2.19488 -0.044 -0.034 0.021 0.6792
H -4.26778 1.02484 1.21219 0.003 0.003 -0.028 0.4735
C -5.26921 0.67473 3.05374 0.009 0.007 0.005 -0.8422
N 4.07117 -0.29759 -2.92300 -0.094 -0.004 -0.100 0.1183
C 5.35631 -1.84109 -1.36170 0.026 -0.021 -0.044 -0.8299
H 5.74878 0.81633 -0.83509 -0.021 0.020 -0.019 0.3608
C 2.36961 -2.87093 3.14183 0.082 -0.020 -0.023 -0.9881
H 3.02245 1.83044 -0.66111 0.006 0.035 0.038 0.0963
C 4.62241 -0.59374 1.06105 -0.022 0.052 0.011 -0.9322
S -0.23676 1.25826 0.66436 0.346 -0.127 0.027 1.6220
C -4.34301 0.38196 2.08021 -0.005 0.037 -0.036 -0.9250
O 1.30858 3.82598 -3.72116 0.024 0.158 -0.203 -0.9718
H -5.91140 1.53852 2.92951 -0.013 0.018 -0.004 0.4284
H 2.76949 -2.25916 3.94242 0.018 0.020 0.015 0.2805
H -4.82635 0.60182 -3.95572 0.000 0.004 -0.020 0.4612
H -1.13372 2.41615 -1.60356 0.040 0.055 0.008 0.2584
C 2.85312 -4.16455 2.96218 0.011 0.066 0.015 1.2839
H 4.84588 -4.91752 3.24214 0.010 -0.002 -0.008 0.3207
H -0.84008 -0.94801 -3.40203 0.054 -0.091 -0.089 0.0818
S -0.42489 -2.46496 0.29877 -0.043 0.103 -0.469 1.0101
H 6.13548 -1.15310 -1.03946 0.004 0.010 0.013 0.3046
C -1.66370 -2.19168 1.39625 -0.147 -0.108 0.268 0.3103
C -0.75760 5.22620 1.00525 0.001 -0.007 -0.021 -1.0331
H 2.68332 -5.94610 1.78358 0.009 -0.025 -0.001 0.3766
C -2.51363 -0.27211 -0.04182 -0.129 -0.177 -0.135 -1.4567
H -0.51195 2.42187 -6.23395 0.005 0.025 -0.019 0.2494
H -1.47052 0.35673 -5.22478 0.066 -0.016 0.085 0.2511
O -0.06639 0.42728 1.88691 -0.181 0.015 0.051 -0.7979
H 5.69979 1.03646 -3.24753 0.002 0.030 -0.006 0.3424
C 1.31726 -4.44565 1.11348 0.058 -0.006 0.107 -0.5823
C -3.52354 -0.57364 -1.02800 -0.007 -0.128 0.186 1.3072
C 2.31327 -4.93986 1.94260 -0.003 -0.009 -0.030 -1.0099
C 0.85863 -3.15518 1.31651 -0.018 -0.116 0.065 1.0520
C -2.16848 6.69617 2.47715 -0.001 0.032 -0.006 -1.4664
C -0.30526 3.98291 0.58387 -0.029 0.054 0.074 -0.0439
H 0.90625 -5.04151 0.31159 -0.002 -0.036 0.042 0.5422
C 3.95294 -4.70652 3.83365 0.011 0.001 0.021 -1.6383
C -1.68246 0.77586 -0.29971 0.172 0.415 -0.025 1.7278
C -3.69044 0.25164 -2.15745 0.052 0.183 -0.187 1.0412
C 3.88980 0.74517 0.88571 0.000 -0.076 -0.008 -0.5360
H -4.24587 -2.33229 -0.01353 -0.002 -0.009 0.013 0.4764
H 0.99323 -1.35213 2.46276 0.000 0.022 -0.004 0.4226
H -1.41514 7.17601 3.10544 0.013 0.001 0.008 0.2818
H 3.65441 -5.63641 4.32065 -0.009 -0.016 -0.006 0.3654
C -2.51376 -1.06489 1.21405 -0.105 0.038 0.056 0.0463
H -0.36619 6.11997 0.53475 0.011 0.033 -0.015 0.4161
C -2.82558 1.36823 -2.33628 -0.038 -0.131 0.020 -1.4958
C -5.34316 -1.97124 -1.80247 -0.028 0.016 -0.084 -0.9117
C -4.38111 -1.69284 -0.87538 0.088 0.031 0.041 -1.0559
N 1.16047 2.80704 -2.95381 -0.350 -0.137 -0.062 0.3948
N -0.14511 -0.76464 -4.12442 -0.100 0.101 0.046 -0.0980
H -1.21246 -3.87938 2.69161 0.004 -0.011 -0.049 0.6212
H -2.87485 -3.33556 4.37184 -0.014 -0.013 0.018 0.3178
N 3.72584 1.11495 -0.49618 -0.045 0.137 -0.058 0.3943
H 4.44136 1.49472 1.47990 -0.022 -0.004 0.028 0.3383
C -1.70309 5.34101 2.01802 -0.024 -0.003 0.035 1.2133
H 4.44541 -0.96105 2.07164 -0.011 0.010 0.051 0.5035
C -2.76583 -2.70960 3.49420 -0.090 0.094 -0.013 -1.5776
C -5.51319 -1.13782 -2.92924 -0.008 -0.032 0.062 -0.5997
H -6.28407 -1.36294 -3.65538 -0.004 -0.008 -0.008 0.3808
H -2.14192 2.02844 2.67185 -0.009 -0.045 0.020 0.5233
H 5.21969 2.43571 -1.23625 0.017 -0.005 -0.012 0.4032
H -3.08634 6.62107 3.05867 -0.019 -0.003 0.012 0.3572
C -3.61536 -1.55166 3.36106 0.131 -0.084 -0.004 0.7422
H -4.63817 -1.85943 5.20478 -0.003 -0.010 0.015 0.4182
Tl 1.54084 -0.35114 -1.69709 0.006 -0.045 0.107 0.9378
H -5.97534 -2.84057 -1.67662 -0.015 -0.002 0.001 0.4345
H -2.95424 2.01734 -3.19441 0.002 -0.012 -0.051 0.3344
C -1.84753 -3.01278 2.55591 0.103 -0.046 0.019 -0.7215
Te 0.50662 -3.92208 -2.30940 -0.109 0.012 -0.129 -0.1992
H 3.63908 -0.31207 -3.83904 0.025 -0.005 0.020 0.2765
N -0.49741 0.33168 -4.93297 0.011 -0.043 -0.125 -0.3561
H 4.22647 -3.99261 4.61023 0.001 0.005 0.009 0.3672
N 0.60525 1.63763 -3.37759 0.305 0.085 -0.094 0.1957
H -2.93710 4.26019 3.40428 -0.016 0.010 0.019 0.3458
H 5.70277 -0.47460 0.96292 0.010 -0.015 -0.020 0.5340
C 1.38234 -2.35241 2.31917 0.013 -0.065 0.053 -0.3319
C -1.82723 1.60125 -1.44802 -0.064 -0.122 0.003 -0.7139
H 0.43614 3.88310 -0.20377 0.013 -0.021 -0.046 0.4381
C -0.82616 2.85234 1.19208 -0.123 0.016 0.026 -0.1566
O 1.64934 2.75882 -1.76202 0.237 0.044 0.339 -0.6735
H -6.12026 0.11228 4.95868 -0.009 0.013 0.018 0.3759
H 4.07431 1.74351 -3.19045 -0.007 0.008 -0.022 0.3743
H -2.35491 7.35640 1.62958 0.003 0.006 -0.010 0.3663
H 5.76821 -1.47762 -3.41073 -0.014 -0.005 0.010 0.3841
C 4.91880 1.37861 -1.26615 0.032 -0.064 0.044 -0.9314
C -1.76344 2.93193 2.21133 0.024 0.106 -0.027 -0.6922
H 5.82562 -2.82517 -1.42666 -0.003 0.011 0.000 0.5060
H 4.24982 -2.33505 -3.12160 -0.011 0.011 0.009 0.3533
C -0.06963 1.58574 -4.47416 -0.060 -0.236 -0.073 0.1463
C -5.38933 -0.12251 4.19658 0.025 -0.015 -0.017 -0.7976
H 2.89296 0.66056 1.32578 -0.029 -0.012 -0.011 0.0168
S 4.11012 -1.94372 -0.03992 -0.005 -0.021 0.018 0.2108
C 4.72482 0.99376 -2.73598 -0.020 -0.006 0.012 -0.9911
O -0.79043 -3.71860 -0.64547 0.138 0.005 0.044 -0.9125
N -0.52046 2.63608 -5.24697 0.080 0.134 0.141 -0.5951
H 0.01455 3.47448 -4.98836 -0.042 -0.087 -0.050 0.3085
```
Positions in Å, forces in eV/Å.

***

Below is a single C6H7NO molecule at a distorted geometry, with properties calculated with ωB97M-V/def2-TZVPD.

Values from the calculation:
Orbital gap (hartree): 0.31426
Relative energy (zero: lowest compared OMol25 entry of this formula, charge and spin) (eV): 3.2353
Molecular weight (g/mol): 109.1
E (eV): -9869.42248

```
15
Properties=species:S:1:pos:R:3:forces:R:3:mulliken_charge:R:1
C -1.56854 1.63988 -0.04215 -0.123 -0.551 0.431 -0.7508
N -0.19632 -0.40289 0.34578 -3.969 5.238 0.324 -0.0779
C -0.30866 1.30612 0.15890 3.574 -6.350 0.883 0.4755
H 2.69087 0.55708 0.83644 -1.660 -0.056 -2.096 0.2535
C -1.53624 -0.74282 0.11158 0.425 -0.884 0.204 -0.4713
C -2.31137 0.36447 -0.03954 3.484 0.308 0.317 -0.3896
H -3.29044 0.36642 -0.20025 -4.004 -0.237 -0.419 0.5291
H 0.96613 -1.42228 -0.91913 1.230 0.553 0.399 0.3379
O 1.01787 1.57538 0.28614 -2.537 3.479 0.246 -0.3965
H -1.98638 2.63667 -0.04553 0.008 -0.166 -0.280 0.4085
H -1.94827 -1.80008 0.18282 0.861 1.518 -0.232 0.3257
H 2.33361 0.76552 -0.97142 0.394 -0.041 -0.561 0.2584
H 1.65602 -1.28189 0.79003 -0.362 -1.228 0.240 0.1915
C 1.09777 -0.80317 0.00349 -0.046 -0.294 -0.852 -0.3165
C 1.85931 0.55650 -0.03122 2.726 -1.289 1.396 -0.3775
```
Positions in Å, forces in eV/Å.

***

> Which formula does entry 2 have?

C12H28F9O11Zr